ORCA calculation (the ωB97M-V functional and the def2-TZVPD basis) on a 8-piece molecular cluster, C77H168N8O3 overall at a distorted geometry.

HOMO energy in Eh: -0.71416
Multiplicity: 1
Total charge: +6
F_max in eV/A: 3.7
HOMO-LUMO gap in eV: 9.36
E_tot in eV: -100572.6449
E_LUMO in eV: -10.076

Bonds (Å) are listed after each position.
Cartesian coordinates (Å):
1 N 14.00842 6.59439 21.05720  O2 1.261, O3 1.220, O4 1.256
2 O 14.64814 7.20022 21.95903  N1 1.261
3 O 12.90989 7.01395 20.73352  N1 1.220
4 O 14.59073 5.66124 20.45027  N1 1.256
5 C 9.63795 0.37223 26.37981  C6 1.536, H17 1.090, H18 1.090, H19 1.090
6 C 10.73526 -0.26176 25.51210  C5 1.536, C7 1.561, H20 1.090, H21 1.090
7 C 11.07427 0.71017 24.33811  C6 1.561, C8 1.538, H22 1.090, H23 1.090
8 C 12.00484 1.86575 24.74488  C7 1.538, N9 1.520, H24 1.090, H25 1.090
9 N 12.50808 2.70903 23.58488  C8 1.520, C10 1.558, C13 1.601, C14 1.574
10 C 13.61208 1.88397 22.85915  N9 1.558, C11 1.594, H26 1.090, H27 1.090
11 C 14.74027 2.96642 22.54668  C10 1.594, C12 1.511, H28 1.090, H29 1.090
12 C 14.84534 3.73592 23.84310  C11 1.511, C13 1.539, H30 1.090, H31 1.090
13 C 13.36775 3.88647 24.24631  N9 1.601, C12 1.539, H32 1.090, H33 1.090
14 C 11.41646 3.23182 22.57882  N9 1.574, C15 1.583, H34 1.090, H35 1.090
15 C 10.19643 4.02683 23.19969  C14 1.583, C16 1.545, H36 1.090, H37 1.090
16 C 9.50957 4.95483 22.17312  C15 1.545, H38 1.090, H39 1.090, H40 1.090
17 H 9.88120 1.39715 26.65992  C5 1.090
18 H 9.50909 -0.09501 27.35612  C5 1.090
19 H 8.65124 0.24850 25.93350  C5 1.090
20 H 10.45317 -1.25461 25.16170  C6 1.090
21 H 11.69080 -0.40321 26.01711  C6 1.090
22 H 10.12260 1.11791 23.99729  C7 1.090
23 H 11.39945 0.22550 23.41754  C7 1.090
24 H 12.90510 1.65459 25.32198  C8 1.090
25 H 11.46941 2.58581 25.36370  C8 1.090
26 H 13.23448 1.39207 21.96274  C10 1.090
27 H 13.94004 1.05228 23.48271  C10 1.090
28 H 14.47893 3.52546 21.64819  C11 1.090
29 H 15.65734 2.40895 22.35616  C11 1.090
30 H 15.29466 4.72453 23.74898  C12 1.090
31 H 15.41646 3.13750 24.55290  C12 1.090
32 H 13.09056 4.80732 23.73318  C13 1.090
33 H 13.23905 4.08067 25.31112  C13 1.090
34 H 11.07560 2.41552 21.94199  C14 1.090
35 H 11.99774 3.88830 21.93132  C14 1.090
36 H 10.48430 4.52847 24.12359  C15 1.090
37 H 9.52812 3.27724 23.62346  C15 1.090
38 H 10.04666 5.86747 21.91481  C16 1.090
39 H 8.51738 5.14686 22.58152  C16 1.090
40 H 9.42143 4.37441 21.25473  C16 1.090
41 C 16.60449 12.76265 21.92046  C42 1.554, H53 1.090, H54 1.090, H55 1.090
42 C 18.02293 12.96145 22.52441  C41 1.554, C43 1.617, H56 1.090, H57 1.090
43 C 19.30897 12.36903 21.74372  C42 1.617, C44 1.537, H58 1.090, H59 1.090
44 C 20.62678 12.74177 22.44052  C43 1.537, N45 1.570, H60 1.090, H61 1.090
45 N 21.95938 12.45903 21.66061  C44 1.570, C46 1.543, C49 1.552, C50 1.566
46 C 21.94180 13.28792 20.35975  N45 1.543, C47 1.515, H62 1.090, H63 1.090
47 C 23.38188 13.60000 20.00804  C46 1.515, C48 1.472, H64 1.090, H65 1.090
48 C 24.20304 13.39235 21.21194  C47 1.472, C49 1.558, H66 1.090, H67 1.090
49 C 23.21606 13.03654 22.36391  N45 1.552, C48 1.558, H68 1.090, H69 1.090
50 C 22.13214 10.96918 21.21059  N45 1.566, C51 1.553, H70 1.090, H71 1.090
51 C 22.02013 9.94576 22.37267  C50 1.553, C52 1.520, H72 1.090, H73 1.090
52 C 22.49760 8.52990 22.09252  C51 1.520, H74 1.090, H75 1.090, H76 1.090
53 H 15.91388 13.46368 22.38919  C41 1.090
54 H 16.22971 11.77691 22.19609  C41 1.090
55 H 16.67857 12.96758 20.85247  C41 1.090
56 H 18.03889 12.62816 23.56208  C42 1.090
57 H 18.12417 14.03721 22.66793  C42 1.090
58 H 19.33951 12.76562 20.72888  C43 1.090
59 H 19.21758 11.28330 21.77439  C43 1.090
60 H 20.85790 12.22388 23.37137  C44 1.090
61 H 20.54976 13.79091 22.72595  C44 1.090
62 H 21.41397 12.80195 19.53919  C46 1.090
63 H 21.39421 14.18735 20.64132  C46 1.090
64 H 23.66502 12.99787 19.14469  C47 1.090
65 H 23.29485 14.63386 19.67385  C47 1.090
66 H 24.93639 12.60568 21.03465  C48 1.090
67 H 24.80099 14.29065 21.36563  C48 1.090
68 H 23.42827 12.37986 23.20762  C49 1.090
69 H 22.77498 13.98040 22.68434  C49 1.090
70 H 23.04227 10.81020 20.63223  C50 1.090
71 H 21.26739 10.77732 20.57537  C50 1.090
72 H 20.95129 9.94948 22.58634  C51 1.090
73 H 22.54561 10.28853 23.26401  C51 1.090
74 H 23.56514 8.71685 21.97625  C52 1.090
75 H 22.06136 8.21738 21.14377  C52 1.090
76 H 22.17073 8.03506 23.00706  C52 1.090
77 C 13.13121 14.13009 14.56544  C78 1.519, H89 1.090, H90 1.090, H91 1.090
78 C 13.93336 12.95375 15.09355  C77 1.519, C79 1.599, H92 1.090, H93 1.090
79 C 13.03780 11.86004 15.84036  C78 1.599, C80 1.496, H94 1.090, H95 1.090
80 C 12.17812 12.25123 17.00014  C79 1.496, N81 1.589, H96 1.090, H97 1.090
81 N 11.45985 11.03715 17.73231  C80 1.589, C82 1.561, C85 1.569, C86 1.568
82 C 10.85593 10.09526 16.64443  N81 1.561, C83 1.551, H98 1.090, H99 1.090
83 C 9.62963 9.35813 17.24295  C82 1.551, C84 1.498, H100 1.090, H101 1.090
84 C 9.05439 10.32620 18.23034  C83 1.498, C85 1.526, H102 1.090, H103 1.090
85 C 10.14351 11.35340 18.52450  N81 1.569, C84 1.526, H104 1.090, H105 1.090
86 C 12.54494 10.23976 18.53562  N81 1.568, C87 1.528, H106 1.090, H107 1.090
87 C 13.21352 11.03940 19.65247  C86 1.528, C88 1.571, H108 1.090, H109 1.090
88 C 13.96275 10.09938 20.66398  C87 1.571, H110 1.090, H111 1.090, H112 1.090
89 H 12.73480 14.73280 15.38257  C77 1.090
90 H 12.33035 13.63321 14.01787  C77 1.090
91 H 13.70207 14.78243 13.90463  C77 1.090
92 H 14.73625 13.31329 15.73713  C78 1.090
93 H 14.39820 12.44841 14.24700  C78 1.090
94 H 13.57368 10.93088 16.03427  C79 1.090
95 H 12.30623 11.52726 15.10405  C79 1.090
96 H 11.42483 12.92498 16.59184  C80 1.090
97 H 12.64398 12.73704 17.85750  C80 1.090
98 H 11.66583 9.48442 16.24565  C82 1.090
99 H 10.49550 10.69895 15.81151  C82 1.090
100 H 9.84080 8.43404 17.78106  C83 1.090
101 H 9.02288 9.31743 16.33835  C83 1.090
102 H 8.78185 9.83464 19.16424  C84 1.090
103 H 8.14982 10.80476 17.85506  C84 1.090
104 H 10.47785 11.66089 19.51534  C85 1.090
105 H 9.79635 12.29267 18.09398  C85 1.090
106 H 13.33349 10.03297 17.81207  C86 1.090
107 H 12.15003 9.29910 18.91943  C86 1.090
108 H 12.63692 11.78845 20.19519  C87 1.090
109 H 13.99117 11.62987 19.16801  C87 1.090
110 H 13.13238 9.53388 21.08683  C88 1.090
111 H 14.45367 10.70151 21.42853  C88 1.090
112 H 14.61897 9.40703 20.13660  C88 1.090
113 C 18.54768 7.87999 24.13725  C114 1.560, H125 1.090, H126 1.090, H127 1.090
114 C 17.90511 8.73926 23.00531  C113 1.560, C115 1.539, H128 1.090, H129 1.090
115 C 18.62611 8.44638 21.67740  C114 1.539, C116 1.514, H130 1.090, H131 1.090
116 C 18.40261 7.04435 21.15259  C115 1.514, N117 1.572, H132 1.090, H133 1.090
117 N 18.67244 6.82511 19.61991  C116 1.572, C118 1.614, C121 1.537, C122 1.553
118 C 18.42940 5.26766 19.27432  N117 1.614, C119 1.436, H134 1.090, H135 1.090
119 C 18.07225 5.19729 17.88509  C118 1.436, C120 1.546, H136 1.090, H137 1.090
120 C 17.51318 6.56736 17.43585  C119 1.546, C121 1.545, H138 1.090, H139 1.090
121 C 17.52337 7.36895 18.75669  N117 1.537, C120 1.545, H140 1.090, H141 1.090
122 C 20.08533 7.23768 19.12593  N117 1.553, C123 1.578, H142 1.090, H143 1.090
123 C 21.24207 6.20848 19.43220  C122 1.578, C124 1.519, H144 1.090, H145 1.090
124 C 22.64349 6.48510 18.91474  C123 1.519, H146 1.090, H147 1.090, H148 1.090
125 H 19.63637 7.90132 24.08841  C113 1.090
126 H 18.28732 6.82915 24.26393  C113 1.090
127 H 18.37020 8.56406 24.96710  C113 1.090
128 H 18.01868 9.81294 23.15498  C114 1.090
129 H 16.82073 8.64572 22.94640  C114 1.090
130 H 19.67224 8.54082 21.96859  C115 1.090
131 H 18.43624 9.14529 20.86280  C115 1.090
132 H 17.43902 6.60686 21.41373  C116 1.090
133 H 19.03854 6.37476 21.73168  C116 1.090
134 H 19.17385 4.52326 19.55675  C118 1.090
135 H 17.55074 5.06916 19.88804  C118 1.090
136 H 19.02901 5.04816 17.38460  C119 1.090
137 H 17.42107 4.32988 17.77706  C119 1.090
138 H 18.11021 7.09079 16.68908  C120 1.090
139 H 16.51579 6.62733 17.00028  C120 1.090
140 H 17.64876 8.45159 18.74018  C121 1.090
141 H 16.66448 7.18732 19.40276  C121 1.090
142 H 20.33228 8.13999 19.68536  C122 1.090
143 H 20.16187 7.53809 18.08094  C122 1.090
144 H 20.92211 5.24489 19.03569  C123 1.090
145 H 21.27397 6.02017 20.50534  C123 1.090
146 H 22.57860 6.32626 17.83833  C124 1.090
147 H 23.43068 5.82525 19.27949  C124 1.090
148 H 22.99003 7.50495 19.08184  C124 1.090
149 C 14.51079 8.29313 15.57337  C150 1.605, H161 1.090, H162 1.090, H163 1.090
150 C 15.66603 9.00183 14.71298  C149 1.605, C151 1.602, H164 1.090, H165 1.090
151 C 15.09808 9.33402 13.25221  C150 1.602, C152 1.577, H166 1.090, H167 1.090
152 C 16.20817 9.71564 12.19923  C151 1.577, N153 1.536, H168 1.090, H169 1.090
153 N 15.66134 9.88212 10.77324  C152 1.536, C154 1.544, C157 1.587, C158 1.574
154 C 15.00202 8.60107 10.21720  N153 1.544, C155 1.564, H170 1.090, H171 1.090
155 C 15.05498 8.62438 8.65471  C154 1.564, C156 1.533, H172 1.090, H173 1.090
156 C 16.14598 9.66671 8.38393  C155 1.533, C157 1.515, H174 1.090, H175 1.090
157 C 16.82146 10.00315 9.69776  N153 1.587, C156 1.515, H176 1.090, H177 1.090
158 C 14.58490 11.02887 10.71495  N153 1.574, C159 1.584, H178 1.090, H179 1.090
159 C 15.20192 12.43384 11.10853  C158 1.584, C160 1.559, H180 1.090, H181 1.090
160 C 14.11053 13.54464 11.17556  C159 1.559, H182 1.090, H183 1.090, H184 1.090
161 H 13.55945 8.76713 15.33176  C149 1.090
162 H 14.74816 8.31520 16.63698  C149 1.090
163 H 14.37999 7.28179 15.18842  C149 1.090
164 H 16.55955 8.37967 14.76435  C150 1.090
165 H 15.78524 9.97178 15.19578  C150 1.090
166 H 14.32792 10.10506 13.23122  C151 1.090
167 H 14.48974 8.49196 12.92212  C151 1.090
168 H 16.89768 8.87174 12.17626  C152 1.090
169 H 16.88479 10.52148 12.48365  C152 1.090
170 H 13.98482 8.40083 10.55381  C154 1.090
171 H 15.68223 7.82356 10.56490  C154 1.090
172 H 14.16761 8.94539 8.10917  C155 1.090
173 H 15.13644 7.62320 8.23150  C155 1.090
174 H 15.67463 10.45045 7.79092  C156 1.090
175 H 16.94166 9.13915 7.85794  C156 1.090
176 H 17.19641 11.02015 9.58276  C157 1.090
177 H 17.69455 9.39055 9.92254  C157 1.090
178 H 13.77925 10.72538 11.38347  C158 1.090
179 H 14.11333 11.08711 9.73396  C158 1.090
180 H 15.92816 12.64755 10.32431  C159 1.090
181 H 15.68712 12.32863 12.07889  C159 1.090
182 H 13.44842 13.41060 12.03098  C160 1.090
183 H 13.54675 13.59078 10.24383  C160 1.090
184 H 14.57833 14.50820 11.37760  C160 1.090
185 C 10.07550 -1.64296 16.29235  C186 1.518, H197 1.090, H198 1.090, H199 1.090
186 C 9.83878 -0.14532 16.36144  C185 1.518, C187 1.585, H200 1.090, H201 1.090
187 C 10.75155 0.60579 17.41775  C186 1.585, C188 1.556, H202 1.090, H203 1.090
188 C 11.58528 1.75211 16.77485  C187 1.556, N189 1.576, H204 1.090, H205 1.090
189 N 12.23868 2.83832 17.71112  C188 1.576, C190 1.553, C193 1.527, C194 1.565
190 C 12.80888 4.08661 16.98400  N189 1.553, C191 1.534, H206 1.090, H207 1.090
191 C 12.48333 5.36537 17.76624  C190 1.534, C192 1.548, H208 1.090, H209 1.090
192 C 11.50225 4.92651 18.87970  C191 1.548, C193 1.515, H210 1.090, H211 1.090
193 C 11.08944 3.53986 18.43115  N189 1.527, C192 1.515, H212 1.090, H213 1.090
194 C 13.21734 2.29990 18.80717  N189 1.565, C195 1.546, H214 1.090, H215 1.090
195 C 14.20763 1.21242 18.33113  C194 1.546, C196 1.559, H216 1.090, H217 1.090
196 C 15.24632 0.73263 19.38970  C195 1.559, H218 1.090, H219 1.090, H220 1.090
197 H 9.37087 -2.18714 15.66349  C185 1.090
198 H 9.84656 -2.08001 17.26429  C185 1.090
199 H 11.12415 -1.90605 16.15370  C185 1.090
200 H 8.78881 -0.05541 16.63997  C186 1.090
201 H 9.96935 0.38646 15.41896  C186 1.090
202 H 11.32358 -0.12327 17.99165  C187 1.090
203 H 10.14261 1.09419 18.17851  C187 1.090
204 H 10.86958 2.27023 16.13655  C188 1.090
205 H 12.38981 1.47195 16.09489  C188 1.090
206 H 13.87005 3.91701 16.80168  C190 1.090
207 H 12.22871 4.13836 16.06268  C190 1.090
208 H 13.35532 5.87138 18.18060  C191 1.090
209 H 11.98119 6.08103 17.11524  C191 1.090
210 H 11.88565 4.73625 19.88215  C192 1.090
211 H 10.62398 5.56256 18.99005  C192 1.090
212 H 10.78374 2.83576 19.20503  C193 1.090
213 H 10.40056 3.65261 17.59399  C193 1.090
214 H 12.65339 1.99513 19.68874  C194 1.090
215 H 13.67072 3.23642 19.13196  C194 1.090
216 H 14.78412 1.59404 17.48844  C195 1.090
217 H 13.58806 0.39977 17.95186  C195 1.090
218 H 15.62666 -0.27278 19.20917  C196 1.090
219 H 14.89928 0.72660 20.42296  C196 1.090
220 H 16.12987 1.36359 19.48628  C196 1.090
221 C 15.85954 12.01728 28.06560  C222 1.580, H233 1.090, H234 1.090, H235 1.090
222 C 16.27107 10.69757 27.30016  C221 1.580, C223 1.511, H236 1.090, H237 1.090
223 C 15.15117 9.93709 26.62939  C222 1.511, C224 1.505, H238 1.090, H239 1.090
224 C 14.34424 10.53742 25.50918  C223 1.505, N225 1.577, H240 1.090, H241 1.090
225 N 12.86697 10.03349 25.28578  C224 1.577, C226 1.546, C229 1.533, C230 1.580
226 C 12.90495 8.53321 24.91525  N225 1.546, C227 1.510, H242 1.090, H243 1.090
227 C 11.63165 8.26346 24.15032  C226 1.510, C228 1.513, H244 1.090, H245 1.090
228 C 11.26126 9.58151 23.50700  C227 1.513, C229 1.513, H246 1.090, H247 1.090
229 C 12.31186 10.57053 23.96189  N225 1.533, C228 1.513, H248 1.090, H249 1.090
230 C 11.94904 10.36248 26.52943  N225 1.580, C231 1.592, H250 1.090, H251 1.090
231 C 11.70000 11.90019 26.86012  C230 1.592, C232 1.539, H252 1.090, H253 1.090
232 C 10.46260 12.10445 27.75150  C231 1.539, H254 1.090, H255 1.090, H256 1.090
233 H 15.28095 11.84115 28.97242  C221 1.090
234 H 15.24568 12.70184 27.48023  C221 1.090
235 H 16.75722 12.56472 28.35297  C221 1.090
236 H 16.81262 10.16717 28.08342  C222 1.090
237 H 17.06468 10.94932 26.59667  C222 1.090
238 H 14.49735 9.59846 27.43311  C223 1.090
239 H 15.50250 8.95230 26.32143  C223 1.090
240 H 14.86947 10.43965 24.55909  C224 1.090
241 H 14.20902 11.61753 25.56562  C224 1.090
242 H 12.88254 7.98884 25.85931  C226 1.090
243 H 13.87115 8.28428 24.47639  C226 1.090
244 H 10.85900 7.90947 24.83282  C227 1.090
245 H 11.78174 7.44471 23.44660  C227 1.090
246 H 10.27703 9.87981 23.86813  C228 1.090
247 H 11.19146 9.59497 22.41932  C228 1.090
248 H 11.93004 11.56629 24.18722  C229 1.090
249 H 13.07918 10.64611 23.19144  C229 1.090
250 H 12.15240 9.81248 27.44825  C230 1.090
251 H 10.98635 9.98132 26.18876  C230 1.090
252 H 11.50153 12.42452 25.92535  C231 1.090
253 H 12.49657 12.35817 27.44648  C231 1.090
254 H 9.49193 11.72520 27.43200  C232 1.090
255 H 10.27658 13.17131 27.87526  C232 1.090
256 H 10.65919 11.61539 28.70557  C232 1.090